# 1
Here is a single C3H3ClFN molecule at a distorted geometry from the Open Molecules 2025 dataset. Energies are from ωB97M-V/def2-TZVPD.

Results
Largest force on an atom in eV/A: 7.5
SMILES: N#CC[C@H](F)Cl
HOMO in eV: -11.4

Geometry as XYZ:
```
9
Properties=species:S:1:pos:R:3:lowdin_charge:R:1
C 0.451 0.652 0.331 -0.62
C -0.752 0.058 1.211 -0.17
C -1.686 -0.387 0.187 -0.24
H 0.948 1.257 1.029 0.06
H -0.556 -0.874 1.756 0.11
H -0.967 0.897 2.101 0.19
N -2.234 -0.814 -0.818 0.15
F -0.107 1.417 -0.734 -0.05
Cl 1.712 -0.604 -0.172 0.57
```

***

# 2
Here is 15 unconnected molecules or ions with the total composition C70H172N10O15 at a distorted geometry from the Open Molecules 2025 dataset. Energies are from ωB97M-V/def2-TZVPD.

Results
Largest force on an atom in eV/A: 4.4
HOMO in eV: -8.0

Geometry as XYZ:
```
267
Properties=species:S:1:pos:R:3:lowdin_charge:R:1
C 0.110 5.103 -9.035 -0.08
C -1.338 5.030 -8.507 -0.38
C -2.233 5.090 -9.797 -0.22
O -2.317 6.380 -10.326 -0.19
C -3.141 6.540 -11.400 -0.13
N -1.546 3.771 -7.732 0.04
H 0.378 6.156 -9.122 0.07
H 0.261 4.795 -10.070 0.07
H 0.816 4.596 -8.378 0.07
H -1.417 5.974 -7.967 0.13
H -3.239 4.810 -9.484 0.11
H -1.909 4.410 -10.586 0.12
H -2.601 6.141 -12.259 0.09
H -3.366 7.604 -11.468 0.10
H -4.003 5.880 -11.310 0.08
H -2.515 3.652 -7.475 0.06
H -1.354 3.093 -8.456 0.06
C -0.503 -0.512 1.647 -0.06
C 0.830 -0.416 0.913 -0.42
C 0.805 0.298 -0.425 -0.22
O -0.140 -0.290 -1.260 -0.18
C -0.032 0.095 -2.613 -0.10
N 1.820 0.113 1.887 0.03
H -0.904 0.465 1.914 0.08
H -0.283 -0.980 2.606 0.07
H -1.156 -1.198 1.108 0.07
H 1.125 -1.461 0.816 0.13
H 1.785 0.230 -0.897 0.12
H 0.678 1.380 -0.393 0.13
H 0.860 -0.247 -3.138 0.09
H -0.066 1.181 -2.702 0.08
H -0.854 -0.273 -3.227 0.09
H 2.723 -0.186 1.547 0.06
H 1.759 -0.415 2.746 0.06
C 6.103 -2.085 -1.848 -0.06
C 5.802 -2.585 -0.406 -0.41
C 6.533 -3.926 -0.106 -0.14
O 7.964 -3.606 -0.158 -0.21
C 8.761 -4.711 -0.200 -0.17
N 6.263 -1.607 0.581 0.03
H 6.049 -1.002 -1.963 0.07
H 5.441 -2.537 -2.587 0.07
H 7.121 -2.306 -2.171 0.07
H 4.748 -2.828 -0.267 0.12
H 6.352 -4.758 -0.785 0.12
H 6.275 -4.222 0.911 0.12
H 9.814 -4.441 -0.121 0.09
H 8.748 -5.409 -1.038 0.09
H 8.662 -5.312 0.704 0.09
H 6.163 -0.630 0.346 0.07
H 7.254 -1.783 0.495 0.06
C -3.466 1.710 11.861 -0.07
C -3.634 1.090 10.502 -0.45
C -2.398 0.336 10.014 -0.22
O -1.257 1.104 9.681 -0.16
C -1.361 1.610 8.331 -0.10
N -4.890 0.318 10.571 0.03
H -4.277 2.424 12.010 0.07
H -2.592 2.334 12.050 0.08
H -3.442 0.921 12.612 0.08
H -3.820 1.857 9.749 0.12
H -2.694 -0.276 9.162 0.11
H -2.120 -0.355 10.809 0.13
H -0.623 2.374 8.088 0.09
H -2.333 2.023 8.058 0.07
H -1.307 0.809 7.594 0.08
H -5.176 -0.187 9.745 0.06
H -5.683 0.925 10.717 0.07
C -2.662 5.668 -1.009 -0.08
C -2.775 4.807 -2.185 -0.48
C -4.228 4.799 -2.720 -0.19
O -5.097 4.124 -1.821 -0.18
C -4.834 2.754 -1.745 -0.12
N -1.802 5.377 -3.124 0.03
H -1.641 5.567 -0.641 0.08
H -3.345 5.387 -0.207 0.08
H -2.876 6.679 -1.355 0.09
H -2.452 3.772 -2.075 0.12
H -4.218 4.320 -3.699 0.11
H -4.639 5.788 -2.925 0.13
H -5.685 2.284 -1.252 0.09
H -3.942 2.601 -1.138 0.08
H -4.730 2.292 -2.726 0.09
H -0.933 5.272 -2.620 0.06
H -1.751 4.785 -3.941 0.07
C -7.813 5.829 4.524 -0.07
C -7.002 5.475 5.777 -0.39
C -5.530 5.955 5.805 -0.21
O -4.930 4.887 5.105 -0.20
C -3.543 5.235 4.790 -0.08
N -7.670 6.104 6.953 0.00
H -8.751 5.277 4.471 0.07
H -7.308 5.714 3.565 0.07
H -8.086 6.884 4.552 0.07
H -7.110 4.425 6.049 0.13
H -5.115 6.077 6.805 0.12
H -5.453 6.883 5.239 0.12
H -3.096 4.284 4.500 0.08
H -2.976 5.726 5.581 0.08
H -3.422 5.883 3.922 0.08
H -8.663 5.961 7.061 0.06
H -7.529 7.081 7.166 0.06
C -5.202 -8.768 8.811 -0.05
C -5.029 -7.355 8.222 -0.49
C -4.561 -6.486 9.479 -0.14
C -3.911 -5.173 9.123 -0.19
C -2.702 -5.458 8.165 -0.11
C -3.135 -6.162 6.831 -0.42
N -3.974 -7.406 7.192 -0.15
O -4.329 -8.178 6.132 0.00
C -3.842 -5.196 5.733 -0.01
C -1.880 -6.713 6.192 -0.07
C -6.375 -6.764 7.823 -0.04
H -5.603 -9.573 8.196 0.08
H -5.934 -8.806 9.617 0.08
H -4.236 -9.182 9.101 0.09
H -5.423 -6.302 10.120 0.12
H -3.798 -6.989 10.073 0.12
H -3.625 -4.615 10.015 0.11
H -4.636 -4.483 8.691 0.10
H -1.881 -5.996 8.637 0.11
H -2.436 -4.434 7.900 0.11
H -4.330 -4.374 6.257 0.06
H -3.173 -4.624 5.090 0.07
H -4.653 -5.690 5.199 0.07
H -1.339 -5.887 5.729 0.08
H -1.193 -7.264 6.835 0.08
H -2.117 -7.370 5.356 0.08
H -7.107 -7.081 8.564 0.09
H -6.827 -7.316 6.999 0.08
H -6.349 -5.699 7.590 0.08
H -5.095 -7.645 5.906 0.07
C 5.768 1.454 -9.983 -0.03
C 6.549 1.326 -8.635 -0.46
C 8.028 0.896 -9.084 -0.13
C 8.750 2.048 -9.816 -0.18
C 8.827 3.233 -8.787 -0.12
C 7.410 3.707 -8.280 -0.44
N 6.580 2.554 -7.836 -0.15
O 5.391 2.853 -7.265 -0.01
C 7.635 4.681 -7.033 -0.04
C 6.790 4.554 -9.410 -0.04
C 6.038 0.223 -7.690 -0.04
H 6.189 2.193 -10.665 0.06
H 4.745 1.759 -9.764 0.08
H 5.683 0.476 -10.456 0.08
H 8.566 0.526 -8.211 0.11
H 7.975 0.135 -9.863 0.11
H 8.382 2.275 -10.816 0.10
H 9.750 1.663 -10.018 0.10
H 9.446 4.043 -9.174 0.11
H 9.397 2.908 -7.917 0.11
H 8.406 5.432 -7.201 0.07
H 6.743 5.205 -6.690 0.07
H 7.953 4.206 -6.106 0.07
H 5.716 4.599 -9.226 0.08
H 7.172 5.571 -9.501 0.08
H 7.023 4.193 -10.412 0.06
H 5.604 -0.644 -8.188 0.08
H 5.177 0.519 -7.091 0.07
H 6.788 -0.118 -6.976 0.08
H 5.398 2.455 -6.391 0.10
C -5.949 -1.598 -10.137 -0.04
C -4.948 -1.271 -9.006 -0.47
C -4.809 -2.441 -8.026 -0.13
C -3.921 -3.560 -8.647 -0.18
C -2.519 -3.019 -8.865 -0.14
C -2.443 -1.738 -9.821 -0.49
N -3.575 -0.836 -9.468 -0.11
O -3.638 0.278 -10.313 -0.01
C -1.116 -1.004 -9.449 -0.02
C -2.514 -2.188 -11.244 -0.05
C -5.577 -0.045 -8.246 -0.04
H -6.199 -0.717 -10.728 0.08
H -6.893 -2.006 -9.775 0.09
H -5.662 -2.447 -10.757 0.07
H -4.378 -2.234 -7.046 0.12
H -5.781 -2.861 -7.769 0.11
H -4.297 -3.960 -9.588 0.10
H -3.797 -4.382 -7.942 0.11
H -1.754 -3.752 -9.119 0.11
H -2.103 -2.744 -7.896 0.10
H -1.159 -0.733 -8.394 0.08
H -0.288 -1.691 -9.624 0.08
H -0.999 -0.188 -10.162 0.07
H -3.524 -2.486 -11.524 0.07
H -2.318 -1.341 -11.902 0.08
H -1.938 -3.032 -11.624 0.09
H -6.412 -0.189 -7.561 0.08
H -5.875 0.678 -9.005 0.07
H -4.829 0.474 -7.647 0.08
H -4.043 -0.098 -11.099 0.08
C 5.722 -3.674 8.239 -0.04
C 4.821 -2.919 7.242 -0.47
C 3.628 -2.271 8.041 -0.13
C 4.102 -1.042 8.847 -0.17
C 4.796 -0.029 7.872 -0.14
C 5.929 -0.632 7.024 -0.48
N 5.547 -1.948 6.440 -0.13
O 6.511 -2.489 5.577 0.00
C 6.217 0.417 5.948 -0.04
C 7.159 -0.746 7.994 -0.03
C 4.016 -3.867 6.328 -0.06
H 6.720 -3.852 7.837 0.08
H 5.526 -4.710 8.514 0.08
H 5.978 -3.260 9.215 0.07
H 2.658 -2.108 7.571 0.12
H 3.422 -2.950 8.870 0.11
H 4.803 -1.301 9.640 0.09
H 3.277 -0.495 9.302 0.10
H 5.252 0.783 8.439 0.12
H 4.011 0.349 7.217 0.11
H 5.861 1.428 6.148 0.08
H 7.282 0.607 5.817 0.08
H 5.748 0.083 5.022 0.08
H 8.026 -1.159 7.478 0.08
H 7.551 0.256 8.174 0.07
H 6.983 -1.186 8.976 0.07
H 4.666 -4.603 5.855 0.08
H 3.419 -3.465 5.510 0.08
H 3.300 -4.484 6.870 0.08
H 6.063 -2.418 4.731 0.10
C 3.864 5.645 -2.130 -0.10
C 4.342 4.196 -2.013 -0.36
O 4.740 3.914 -0.736 -0.05
H 4.600 6.406 -1.872 0.07
H 3.017 5.847 -1.474 0.07
H 3.609 5.802 -3.178 0.07
H 5.208 4.230 -2.674 0.11
H 3.584 3.557 -2.465 0.11
H 4.060 4.139 -0.097 0.08
C 1.188 -6.351 0.839 -0.09
C 1.724 -7.786 1.043 -0.33
O 3.051 -7.867 0.607 -0.07
H 0.202 -6.149 1.258 0.07
H 1.194 -6.147 -0.232 0.06
H 1.842 -5.596 1.274 0.07
H 1.031 -8.516 0.625 0.11
H 1.713 -7.899 2.127 0.11
H 3.013 -8.076 -0.329 0.08
C 3.317 6.323 3.167 -0.10
C 2.866 5.025 3.674 -0.35
O 2.352 4.254 2.594 -0.08
H 4.057 6.135 2.389 0.08
H 3.743 6.857 4.017 0.08
H 2.556 6.913 2.656 0.08
H 2.127 5.159 4.464 0.11
H 3.694 4.490 4.139 0.11
H 2.184 3.342 2.844 0.07
C -4.862 -2.744 -1.544 -0.08
C -3.801 -3.843 -1.883 -0.35
O -2.884 -3.287 -2.720 -0.07
H -4.469 -2.013 -0.838 0.06
H -5.829 -3.093 -1.182 0.06
H -5.114 -2.283 -2.500 0.07
H -4.388 -4.596 -2.410 0.11
H -3.308 -4.180 -0.972 0.11
H -2.246 -2.837 -2.162 0.08
C -7.459 -0.713 2.966 -0.08
C -6.254 0.232 3.137 -0.35
O -6.344 0.690 4.423 -0.08
H -7.696 -0.985 1.937 0.07
H -8.382 -0.263 3.333 0.07
H -7.176 -1.513 3.649 0.07
H -6.219 1.067 2.437 0.11
H -5.295 -0.285 3.124 0.11
H -6.474 1.641 4.454 0.09
```

***

# 3
Here is 3 unconnected molecules or ions with the total composition C23H52N6O5P2 at a distorted geometry from the Open Molecules 2025 dataset. Energies are from ωB97M-V/def2-TZVPD.

Results
Largest force on an atom in eV/A: 6.7
SMILES: C#CC(=O)O[C@@](C)(C=C)CCCOC.CN(C)P(=O)(N(C)C)N(C)C.CN(C)P(=O)(N(C)C)N(C)C
HOMO in eV: -8.2

Geometry as XYZ:
```
88
Properties=species:S:1:pos:R:3:lowdin_charge:R:1
C -3.552 1.423 0.850 0.16
C -3.746 1.064 -0.277 0.00
C -3.829 1.025 -1.730 -0.51
O -4.888 0.870 -2.260 0.16
O -2.671 1.167 -2.410 0.00
C -2.408 2.509 -2.943 -0.43
C -2.392 3.537 -1.815 -0.02
C -1.007 2.409 -3.511 -0.09
C -0.149 3.438 -3.647 0.02
C -3.329 2.857 -4.139 -0.10
C -4.140 4.157 -4.024 -0.15
C -3.340 5.435 -4.273 -0.24
O -3.939 6.197 -5.310 -0.19
C -3.673 7.580 -5.159 -0.11
H -3.473 1.763 1.854 0.04
H -2.023 4.504 -2.141 0.08
H -1.746 3.154 -1.026 0.10
H -3.380 3.697 -1.384 0.09
H -0.685 1.426 -3.849 0.09
H 0.095 4.089 -2.812 0.07
H 0.305 3.706 -4.595 0.06
H -2.700 2.963 -5.024 0.12
H -4.014 2.038 -4.347 0.12
H -4.660 4.170 -3.067 0.11
H -4.906 4.112 -4.800 0.12
H -2.299 5.207 -4.530 0.12
H -3.348 6.036 -3.358 0.11
H -4.479 8.029 -4.572 0.09
H -3.681 8.054 -6.140 0.08
H -2.695 7.764 -4.712 0.08
O 2.244 -0.360 -1.359 -0.28
P 1.588 -1.529 -2.016 0.70
N 1.317 -2.548 -0.674 -0.31
C 1.227 -3.991 -0.715 -0.13
C 0.330 -2.002 0.252 -0.14
N 2.942 -2.070 -2.994 -0.32
C 3.727 -3.230 -2.600 -0.15
C 3.871 -0.987 -3.325 -0.15
N 0.380 -2.263 -3.056 -0.30
C 0.727 -3.228 -4.085 -0.14
C -0.490 -1.220 -3.643 -0.14
H 0.281 -4.356 -1.145 0.08
H 1.297 -4.373 0.305 0.09
H 2.052 -4.444 -1.255 0.04
H -0.693 -2.068 -0.152 0.08
H 0.543 -0.953 0.464 0.07
H 0.359 -2.533 1.205 0.06
H 4.061 -3.187 -1.555 0.09
H 4.611 -3.305 -3.236 0.08
H 3.193 -4.167 -2.764 0.05
H 4.555 -0.756 -2.501 0.08
H 3.337 -0.077 -3.590 0.07
H 4.464 -1.284 -4.194 0.08
H 1.440 -2.853 -4.822 0.08
H -0.195 -3.495 -4.607 0.09
H 1.100 -4.155 -3.651 0.07
H 0.049 -0.593 -4.367 0.08
H -0.879 -0.568 -2.856 0.06
H -1.349 -1.666 -4.144 0.09
O 1.077 -2.830 3.685 -0.29
P 1.548 -1.934 4.786 0.72
N 2.219 -3.046 5.893 -0.32
C 2.264 -2.871 7.328 -0.14
C 3.459 -3.644 5.409 -0.13
N -0.070 -1.417 5.285 -0.32
C -0.695 -1.969 6.478 -0.15
C -1.051 -1.482 4.198 -0.15
N 2.281 -0.480 5.440 -0.30
C 1.566 0.438 6.311 -0.14
C 2.928 0.292 4.352 -0.13
H 3.014 -2.134 7.653 0.08
H 2.516 -3.828 7.789 0.09
H 1.302 -2.593 7.743 0.04
H 4.300 -2.934 5.444 0.08
H 3.341 -3.986 4.380 0.07
H 3.721 -4.513 6.012 0.08
H -0.669 -3.066 6.508 0.09
H -1.739 -1.653 6.523 0.08
H -0.255 -1.577 7.397 0.05
H -1.427 -2.498 4.032 0.08
H -0.629 -1.117 3.264 0.06
H -1.897 -0.838 4.450 0.08
H 0.656 0.848 5.871 0.08
H 2.241 1.267 6.535 0.09
H 1.335 -0.022 7.270 0.07
H 2.194 0.726 3.663 0.08
H 3.589 -0.358 3.772 0.08
H 3.540 1.097 4.759 0.08
```

***

| no. | E_LUMO (eV) | E (eV) | HOMO-LUMO gap (eV) |
| --- | --- | --- | --- |
| 1 | 0.4 | -19887.7729 | 11.86 |
| 2 | -0.1 | -120976.5001 | 7.95 |
| 3 | 0.4 | -62442.6817 | 8.57 |